[1]
Below is a structure of composition C18H24Cl4IrN4O5S2, with properties calculated with ωB97M-V/def2-TZVPD.

Atoms and positions in Å:
C -3.80 0.06 -0.57
C 4.00 -3.35 -1.37
Cl -1.59 -0.76 3.69
H -0.73 2.73 -2.70
C -3.73 1.18 -1.56
Ir -1.67 1.87 0.28
C -1.44 2.84 5.79
N 1.66 0.59 -2.10
H 6.14 -3.67 -1.30
H -1.38 -2.99 4.39
C 2.89 -0.20 -2.28
H -5.26 0.58 -2.75
C 0.91 0.59 -0.98
H 1.77 -2.06 -2.54
N -4.55 1.27 -2.59
N -0.12 1.43 -1.11
H 2.39 -1.35 -4.04
C -0.65 2.58 4.69
N 1.50 1.77 -4.30
H -2.48 -0.52 1.06
S 4.05 -2.58 -2.97
C 5.23 -4.25 -1.20
C 1.06 1.49 -2.96
C 2.60 -1.51 -2.98
H 1.48 -1.26 -0.07
H -4.56 0.34 0.16
H -1.74 -0.60 -0.55
H -2.82 -2.73 3.36
H -4.50 2.07 -3.20
C -2.81 2.97 5.65
H 3.31 -0.35 -1.29
H 5.21 -4.71 -0.22
S -3.40 2.45 1.68
C -0.02 2.01 -2.34
H 3.99 -2.56 -0.62
C -3.40 2.85 4.40
H 3.07 -3.92 -1.32
H 0.42 2.47 4.77
O 2.38 1.06 -4.77
H -0.99 2.93 6.77
O 5.19 -1.72 -3.03
O 3.83 -3.59 -3.96
H -4.11 -0.87 -1.04
H 0.34 -0.29 0.86
H -3.44 3.16 6.50
C 1.21 -0.24 0.21
Cl -5.12 3.01 4.26
C -2.65 2.59 3.25
C -1.77 -2.51 3.51
C -1.28 2.47 3.47
O 0.90 2.64 -4.89
C -2.42 -0.03 0.09
H 2.04 0.17 0.79
O -2.86 2.07 -1.38
H 3.60 0.39 -2.85
Cl -0.88 -3.13 2.10
Cl -0.27 2.15 2.05
H 5.23 -5.04 -1.95

* DFT total energy: -4036.74624 Eh
* highest occupied orbital energy: -10.647 eV
* relative energy (zero: lowest compared OMol25 entry of this formula, charge and spin): 48.09 kJ/mol
* maximum force: 0.6 eV/A
* molar mass: 774.6 g/mol
* charge: +1

These are the Löwdin partial charges, in e, on atoms 1 to 4:
1. C -0.170
2. C -0.305
3. Cl 0.584
4. H 0.130

***

[2]
Below is a structure of composition C18H24IrN2PSSe5Te, with properties calculated with ωB97M-V/def2-TZVPD.

Atoms and positions in Å:
H -1.08 3.49 1.11
Se -3.46 -0.52 1.11
H 0.41 3.00 -3.78
H -1.06 -2.33 -3.17
C 1.22 -0.05 4.14
C 2.29 -2.89 -3.24
C 1.06 -2.38 -2.83
C 0.98 1.75 0.90
Se 2.86 -0.65 -0.65
H 3.19 -2.63 -2.70
C 0.62 1.13 -2.76
C -1.31 2.51 1.55
H -2.02 3.26 3.42
H -0.79 1.33 0.02
H -0.95 -3.82 -5.13
C -0.09 2.23 -3.21
C 1.19 -4.05 -5.03
H -0.06 0.44 5.78
C -0.03 0.14 -2.02
H 1.23 -4.69 -5.90
H 3.30 -4.12 -4.67
C 1.71 1.33 2.16
H 0.57 1.87 4.98
H -3.16 1.43 -2.01
C -1.39 0.25 -1.76
H 2.21 0.19 4.54
H 1.38 1.18 0.06
Se -0.15 -2.35 0.17
S -1.39 1.03 3.93
H 1.68 1.04 -2.96
H 1.76 -0.70 2.29
H -2.34 2.26 1.27
H -0.27 3.07 3.37
C -0.04 -3.56 -4.60
H -1.90 -0.53 -1.21
C -1.45 2.35 -2.93
N -0.46 1.47 0.97
H -1.99 3.22 -3.27
N 1.19 0.06 2.68
C -2.10 1.35 -2.22
H 1.17 2.81 0.70
Te -4.84 -1.38 2.90
Se -3.21 -2.39 4.57
H 2.78 1.25 1.93
Ir -0.91 -0.61 1.91
H 1.00 -1.08 4.39
H 1.60 2.09 2.94
Se -1.18 -2.59 3.60
C -0.11 -2.72 -3.50
C -1.21 2.63 3.06
C 2.35 -3.73 -4.34
C 0.20 0.86 4.81
P 0.96 -1.27 -1.40

* 2S+1: 2
* DFT total energy: -13928.76190 Eh
* highest occupied orbital energy (alpha / beta): -10.097 / -10.094 eV
* relative energy (zero: lowest compared OMol25 entry of this formula, charge and spin): 175.47 kJ/mol
* maximum force: 3.0 eV/A
* molar mass: 1046.1 g/mol
* expectation value of S²: 0.757
* charge: +1

These are the Löwdin partial charges, in e, on atoms 1 to 4:
1. H 0.137
2. Se -0.040
3. H 0.113
4. H 0.103

***

[3]
Below is a structure of composition C18H24N2O3PtS, with properties calculated with ωB97M-V/def2-TZVPD.

Atoms and positions in Å:
H 4.24 1.17 1.24
H 1.48 0.47 -2.82
O 2.51 -2.49 1.50
S -0.67 1.19 -2.14
H 2.85 3.20 0.97
H 5.06 -0.78 0.84
H -2.39 -1.02 3.14
C 2.39 2.22 1.00
H 0.71 -0.68 -1.70
H -4.14 3.25 1.22
C -3.60 -0.16 1.54
H -2.53 3.29 3.17
H -0.72 -1.56 -3.48
N 0.42 0.90 0.95
H -4.24 -1.39 -0.09
C -3.87 1.10 0.93
C 3.17 1.08 1.14
H 0.79 -1.31 -4.34
O -1.65 0.49 -1.13
H -3.50 -2.29 1.25
O 4.94 -3.59 0.06
C -0.68 0.27 -4.65
C -4.14 -1.44 0.99
H -1.85 2.06 -4.04
C 2.54 -0.16 1.17
H 0.66 -1.16 1.13
C 0.56 -0.07 -2.58
H 4.91 -3.39 2.12
C 5.22 -2.87 1.22
H 4.14 -4.11 0.20
H 0.39 2.97 0.79
H -1.28 -0.15 -5.45
H 0.06 0.92 -5.11
Pt -1.64 0.76 0.90
C 0.00 -0.81 -3.80
C -1.58 1.06 -3.70
H -1.42 1.14 3.81
H -5.13 -1.61 1.41
C -2.73 -0.11 2.66
C 1.03 2.10 0.90
H -4.41 1.09 0.00
C 3.21 -1.51 1.32
H -2.48 0.51 -3.43
C -2.18 1.13 3.04
N 4.55 -1.56 1.22
H 6.29 -2.68 1.26
C -3.66 2.35 1.60
C -2.80 2.38 2.65
C 1.16 -0.20 1.08

* DFT total energy: -1552.47954 Eh
* highest occupied orbital energy: -15.179 eV
* relative energy (zero: lowest compared OMol25 entry of this formula, charge and spin): 0.00 kJ/mol
* maximum force: 0.4 eV/A
* molar mass: 543.5 g/mol
* charge: +2

These are the Löwdin partial charges, in e, on atoms 1 to 4:
1. H 0.132
2. H 0.108
3. O 0.084
4. S 1.044

***

[4]
Below is the molecule C18H24N2O3S, with properties calculated with ωB97M-V/def2-TZVPD.

Atoms and positions in Å:
H -0.60 -0.10 2.49
C -4.65 -1.08 -0.04
H -4.59 -0.80 -1.09
H 1.78 -2.84 -0.89
H 2.17 1.73 0.95
C -1.61 0.19 0.63
N 5.12 -1.61 0.66
C 3.10 -1.24 -0.59
O 3.71 -3.34 0.33
H -5.84 0.62 0.53
C 2.75 1.14 -1.46
C 0.72 3.01 -0.01
H -5.59 -2.98 -0.48
H 1.78 -1.68 -2.22
C -0.55 -0.26 1.42
H 0.19 3.24 0.91
C 2.16 2.62 0.30
C 5.51 -0.31 0.55
H -2.34 0.31 -1.40
C 3.95 -2.17 0.14
H -4.11 2.12 1.23
H 0.19 2.19 -0.50
H -5.84 -2.42 1.17
H 3.16 1.22 -2.47
H -0.42 -0.80 -2.37
C 0.61 -1.09 -0.52
H 1.34 -1.25 1.49
H -3.64 1.50 -0.36
H 0.70 3.88 -0.66
H 4.90 1.47 -0.25
S 6.90 0.26 1.21
N 4.67 0.49 -0.16
H 1.69 0.88 -1.53
H -6.73 -1.67 -0.16
O 2.94 2.40 -0.86
H -4.96 -0.13 1.86
C -0.45 -0.65 -1.30
O -2.59 0.84 1.31
C -1.55 -0.02 -0.74
C -3.80 1.22 0.68
C 1.81 -1.78 -1.13
C -4.90 0.16 0.81
C 0.54 -0.89 0.86
H -3.70 -1.54 0.24
C 3.50 0.05 -0.71
H 2.66 3.44 0.82
C -5.77 -2.10 0.13
H 5.73 -2.23 1.17

* DFT total energy: -1433.74817 Eh
* SMILES: CCCCOc1ccc(Cc2c(COCC)[nH]c(=S)[nH]c2=O)cc1
* highest occupied orbital energy: -8.348 eV
* relative energy (zero: lowest compared OMol25 entry of this formula, charge and spin): 79.80 kJ/mol
* maximum force: 0.6 eV/A
* molar mass: 348.5 g/mol

These are the Löwdin partial charges, in e, on atoms 1 to 4:
1. H 0.121
2. C -0.271
3. H 0.109
4. H 0.125